No. 1
DFT (wB97M-V/def2-TZVPD) results for a cluster of 2 separate species, C2H7N2O2 in total in a non-equilibrium geometry.

LUMO (alpha / beta) = 0.69 / -4.54 eV
total charge = 0
2S+1 = 2
energy relative to the best compared isomer or geometry (same formula, charge and spin) = 32.3 kcal/mol
<S²> = 0.76
molar mass = 91.09 g/mol

Bonds (Å) are listed after each position.
Element x y z (Å)
1 H -2.32806 1.33631 0.06381  N10 1.051
2 C -0.51454 1.50629 -0.92645  H4 1.106, H8 0.997, N10 1.559, N13 1.461
3 O 0.53896 -2.28098 1.26616  C11 1.261
4 H -0.14370 1.98102 0.00107  C2 1.106
5 H -1.54088 -0.16691 -0.20767  N10 1.060
6 O 2.65967 -2.04798 1.97935  C11 1.256
7 H 1.12061 -2.23645 3.30684  C11 1.199
8 H -0.82007 2.24846 -1.51823  C2 0.997
9 H 1.05927 0.12266 -1.30894  N13 1.030
10 N -1.84625 0.74269 -0.65725  H1 1.051, C2 1.559, H5 1.060
11 C 1.43731 -2.28067 2.15138  O3 1.261, O6 1.256, H7 1.199
12 H -0.06821 0.26981 -2.37371  N13 0.953
13 N 0.44588 0.80575 -1.77636  C2 1.461, H9 1.030, H12 0.953

=====

No. 2
DFT (wB97M-V/def2-TZVPD) results for the molecule C4H3Br in a non-equilibrium geometry.

LUMO = -1.39 eV
total charge = 0
energy relative to the best compared isomer or geometry (same formula, charge and spin) = 95.1 kcal/mol
molar mass = 130.97 g/mol

Bonds (Å) are listed after each position.
Element x y z (Å)
1 Br -3.03522 -0.41078 0.08479  C2 1.871
2 C -1.86058 0.98492 -0.33172  Br1 1.871, C6 1.735
3 C 0.45356 -0.84816 -0.26304  C5 1.475, C6 1.307, H7 1.014
4 H 1.72397 0.82225 -0.27975  C5 1.083
5 C 0.99277 0.36711 0.37686  C3 1.475, H4 1.083, C6 1.474, H8 1.073
6 C -0.30685 0.21402 -0.30213  C2 1.735, C3 1.307, C5 1.474
7 H 0.79908 -1.70240 -0.68708  C3 1.014
8 H 1.23327 0.57304 1.40206  C5 1.073